Molecular formula: C10H18N
Method: DFT, wB97M-V/def2-TZVPD

Highest occupied orbital energy (eV): -12.680
Energy relative to the best compared isomer or geometry (same formula, charge and spin) (kcal per mole): 64.1
Total energy (eV): -12142.9593
Largest force on an atom (Eh/bohr): 0.1204
2S+1: 1
Net charge: +1

Last column: natural (NBO) charge in e.
Positions of all 29 atoms, in Å:
C 0.523 -2.059 0.122  -0.400
C 1.673 -2.791 0.865  -0.639
C 0.790 -0.605 -0.198  -0.045
C 0.706 -0.310 -1.487  -0.273
C 1.411 0.345 0.650  -0.260
C 1.085 1.009 -1.834  -0.227
C 1.761 1.555 0.287  -0.170
C 1.628 1.941 -1.061  -0.224
H 0.332 -2.540 -0.797  0.216
H -0.492 -2.019 0.765  0.175
H 1.877 -3.791 0.222  0.223
H 0.546 -1.157 -2.280  0.240
H 1.574 0.236 1.747  0.232
H 1.103 1.267 -2.954  0.225
H 2.028 2.420 0.973  0.230
H 1.590 3.087 -1.180  0.243
H 1.584 -3.064 1.900  0.232
H 2.685 -2.432 0.857  0.236
C -3.250 0.665 0.529  -0.219
C -2.512 0.665 1.855  -0.718
N -2.192 0.230 -0.450  -0.713
H -4.070 -0.178 0.449  0.241
H -3.651 1.615 0.146  0.242
H -1.508 1.116 2.055  0.259
H -2.460 -0.255 2.417  0.248
H -1.864 -0.787 -0.281  0.453
H -2.538 0.109 -1.441  0.448
H -1.315 0.834 -0.377  0.478
H -2.964 1.429 2.557  0.268

---

Molecular formula: C10H18N2O
Method: DFT, wB97M-V/def2-TZVPD

Highest occupied orbital energy (eV): -16.946
Energy relative to the best compared isomer or geometry (same formula, charge and spin) (kcal per mole): 44.2
Total energy (eV): -15668.2530
Largest force on an atom (Eh/bohr): 0.1099
2S+1: 1
Net charge: +2

Last column: natural (NBO) charge in e.
Positions of all 31 atoms, in Å:
C 2.648 2.450 -0.384  -0.480
C 2.979 -0.051 0.015  0.870
C -1.661 1.395 -0.477  -0.422
C -2.225 0.330 -1.535  -0.431
C -1.701 1.014 0.928  -0.403
C -1.212 -0.788 -1.329  -0.421
C 0.477 -0.360 1.463  -0.133
C 0.994 -1.540 1.003  -0.089
C -1.048 -0.342 1.216  -0.316
C -1.228 -1.325 0.131  -0.019
N 2.933 1.072 -0.162  -0.218
N -0.009 -2.306 0.255  -0.535
O 3.063 -1.321 0.088  -0.632
H 3.398 3.163 -0.936  0.328
H 2.343 2.844 0.561  0.263
H -0.643 1.712 -0.853  0.177
H -2.235 2.412 -0.597  0.261
H -3.330 0.157 -1.347  0.248
H -2.264 0.556 -2.599  0.259
H -1.388 1.922 1.671  0.260
H -2.749 0.696 1.192  0.231
H -1.382 -1.693 -1.993  0.236
H -0.124 -0.451 -1.603  0.193
H 0.966 0.338 2.077  0.244
H 1.467 2.327 -0.778  0.272
H 1.807 -2.136 1.397  0.248
H -1.666 -0.626 2.027  0.266
H -2.150 -1.941 0.232  0.256
H 0.226 -2.578 -0.684  0.443
H -0.212 -3.136 0.829  0.451
H 3.927 -1.794 0.192  0.594